122
Properties=species:S:1:pos:R:3:forces:R:3:mulliken_charge:R:1 method="wB97M-V/def2-TZVPD" e_lumo_ev="1.6 / 1.6" charge=-1 relative_energy_kj_mol=398.1 homo_ha="-0.14982 / -0.08904" gap_ev="5.66 / 4.00"
Ba 1.952 -0.673 -1.326 0.238 1.842 1.299 1.298
Br 5.296 5.993 1.531 -0.601 -0.729 -1.139 -0.268
C 4.329 4.717 0.367 -0.528 -2.950 -0.127 -0.217
C 3.318 5.074 -0.573 1.576 0.975 1.642 -0.402
C 2.489 4.125 -1.161 0.690 0.360 0.322 -0.359
C 2.564 2.732 -0.887 0.140 2.772 1.104 0.155
O 1.715 1.980 -1.463 -0.222 -2.679 -0.602 -0.168
C 3.455 2.398 0.196 1.251 -0.729 0.570 0.976
C 3.292 1.185 0.980 3.173 0.151 -0.379 -1.212
N 2.145 0.571 1.146 -2.577 -2.609 2.110 0.299
C 1.989 0.009 2.461 -1.857 0.668 -2.201 -0.213
C 2.617 0.625 3.583 0.527 -0.605 0.105 -0.193
C 2.711 -0.051 4.811 -1.162 -0.406 -1.495 -1.091
C 2.125 -1.352 4.823 1.012 1.691 2.433 -0.582
C 1.259 -1.827 3.874 -0.571 0.955 -2.159 0.646
C 0.660 -3.108 4.004 -0.367 -0.007 0.597 -1.171
C -0.164 -3.566 3.005 -0.125 0.244 -0.090 -1.515
C -0.405 -2.763 1.912 -0.573 -0.475 -0.555 -0.116
N -0.010 -1.427 1.768 -0.128 1.492 -0.840 0.836
C 0.996 -1.026 2.686 2.101 0.172 1.333 0.110
C 4.460 3.297 0.680 -0.783 2.758 -0.634 -0.816
H 3.260 6.159 -0.714 -0.542 -0.459 -0.380 0.333
H 1.685 4.478 -1.787 -0.039 -0.084 -0.354 0.410
H 4.185 0.761 1.582 -1.110 1.197 -0.747 0.420
H 3.069 1.593 3.332 -0.094 -0.362 0.568 0.686
H 3.106 0.443 5.710 0.032 -0.509 -0.499 0.387
H 2.160 -1.897 5.766 0.187 -0.142 -0.205 0.247
H 0.833 -3.668 4.911 0.015 -0.120 0.019 0.373
H -0.681 -4.517 3.138 0.296 0.150 -0.523 0.419
H -0.956 -3.109 1.071 -0.648 -0.425 -0.190 0.468
H 5.243 3.017 1.402 -0.749 -0.189 -0.226 0.370
C -1.839 4.203 4.520 -2.182 2.275 1.697 -1.410
C -0.414 4.206 4.074 1.904 -1.078 -1.601 1.742
C 0.508 3.353 4.978 -0.286 1.394 2.015 -1.689
C 0.263 5.634 3.908 0.151 -0.144 1.266 -1.796
P -0.217 3.125 2.366 -1.458 0.381 -0.051 0.144
C -1.282 1.513 2.932 1.554 1.595 0.374 -1.441
N -1.789 0.577 1.959 0.583 0.179 0.629 0.592
B -1.135 -0.502 1.216 -0.932 -1.453 0.921 0.033
N -2.267 -1.035 0.358 -0.087 0.025 0.943 1.240
C -2.231 -1.815 -0.870 0.194 1.621 -0.211 -1.409
P -1.328 -0.878 -2.250 0.016 0.310 0.265 -0.079
C -0.696 -2.406 -3.123 1.544 -1.849 -1.196 1.410
C -1.860 -3.232 -3.771 -0.842 -0.333 1.277 -1.373
C 0.367 -1.962 -4.237 -0.848 -0.727 -0.230 -1.169
C 0.216 -3.415 -2.205 -1.550 0.800 0.452 -1.022
C -2.678 0.126 -3.311 0.462 1.106 0.249 1.894
C -2.006 1.437 -3.949 -0.743 0.107 0.386 -1.360
C -3.428 -0.593 -4.453 -0.197 0.039 0.986 -2.033
C -3.752 0.616 -2.246 1.532 -0.617 -0.933 -1.722
C -3.482 -0.691 1.046 1.417 0.329 -0.208 0.392
C -4.778 -1.136 0.876 -0.706 -0.501 -0.114 -0.524
C -5.792 -0.602 1.709 0.419 0.111 -0.081 -0.953
C -5.466 0.422 2.608 -0.468 -0.977 -0.526 -0.997
C -4.169 0.874 2.769 0.616 -0.645 -0.829 -0.937
C -3.139 0.277 2.035 -1.327 0.090 -1.370 0.375
C -1.513 3.934 1.055 2.026 -0.980 0.217 1.897
C -3.027 3.754 1.245 -0.041 1.569 -0.756 -1.242
C -1.026 5.422 0.929 -2.673 0.070 0.385 -1.554
C -1.041 3.156 -0.223 -0.601 0.413 0.056 -1.314
H -2.069 5.153 5.124 0.668 -1.137 -0.170 0.484
H -2.183 3.375 5.192 0.527 0.445 -0.804 0.238
H -2.609 4.406 3.742 0.848 -0.710 0.292 0.083
H 0.328 3.579 6.066 -0.248 -0.081 -0.734 0.442
H 1.568 3.547 4.915 0.340 0.392 -0.737 0.374
H 0.432 2.301 4.891 -0.442 -1.114 -0.282 0.384
H -0.376 6.369 3.427 -0.263 0.029 0.440 0.592
H 1.131 5.601 3.253 0.188 -0.404 -0.029 0.395
H 0.664 6.090 4.906 -0.970 -1.024 -1.448 0.361
H -2.051 2.095 3.448 -0.227 -0.994 -0.083 0.043
H -0.642 0.976 3.641 -0.157 0.257 0.072 0.593
H -3.197 -2.060 -1.288 -0.481 -0.187 0.521 0.231
H -1.647 -2.697 -0.728 0.001 -0.745 -0.012 0.571
H -2.807 -2.821 -3.419 0.053 0.058 -0.211 0.067
H -2.017 -4.301 -3.477 1.019 0.672 -0.130 0.203
H -1.894 -3.183 -4.842 0.191 0.104 -0.585 0.475
H -0.025 -1.131 -4.860 0.208 -0.446 0.241 0.295
H 0.564 -2.869 -4.925 0.066 1.513 1.167 0.372
H 1.307 -1.598 -3.742 -0.718 -0.529 -0.915 0.177
H -0.093 -3.448 -1.124 0.690 0.221 -0.918 0.068
H 1.267 -3.174 -2.341 0.135 -0.091 0.289 0.460
H 0.120 -4.459 -2.521 -0.127 0.309 -0.323 0.310
H -1.659 2.184 -3.231 -0.074 -0.410 0.469 0.079
H -2.788 1.977 -4.522 0.133 -0.470 0.239 0.451
H -1.167 1.358 -4.638 0.074 -0.817 -0.052 0.329
H -4.265 0.059 -4.741 0.499 0.164 -0.399 0.527
H -3.973 -1.472 -4.063 0.605 0.107 -0.470 0.433
H -2.728 -0.800 -5.280 -0.667 -0.177 0.180 0.295
H -4.490 -0.162 -2.179 -0.306 -0.421 0.675 0.479
H -4.268 1.473 -2.622 -0.238 0.714 -0.478 0.623
H -3.300 0.910 -1.299 -0.126 -0.275 0.113 0.012
H -5.016 -1.936 0.142 0.194 0.687 0.560 0.388
H -6.827 -0.977 1.672 0.667 0.197 -0.149 0.362
H -6.250 0.843 3.209 -0.188 0.188 0.184 0.441
H -3.992 1.708 3.391 0.255 0.599 0.718 0.610
H -3.298 4.083 2.272 -0.446 -0.492 -1.069 0.071
H -3.399 2.767 0.960 0.298 -0.113 0.624 0.177
H -3.552 4.419 0.470 0.617 -0.477 1.134 0.443
H -1.143 5.990 1.883 0.318 -0.709 -0.731 0.259
H -1.796 5.976 0.283 1.413 -0.739 0.136 0.403
H 0.001 5.437 0.579 0.026 0.323 -0.193 0.330
H -1.372 2.084 -0.197 0.355 0.873 0.018 0.063
H 0.066 3.200 -0.346 -0.909 -0.090 -0.082 -0.542
H -1.558 3.657 -1.076 0.459 -0.405 0.146 0.576
O 4.296 -1.815 -2.074 1.645 0.835 -1.157 -0.252
H 4.583 -2.348 -2.887 -0.242 -0.111 0.495 -0.023
H 5.107 -1.225 -2.108 -1.308 -0.722 0.542 0.307
O 1.592 -8.318 -3.836 -1.093 -0.457 -0.136 -0.488
C 2.647 -8.047 -3.058 1.120 0.282 0.077 0.731
O 3.020 -8.816 -2.210 -0.515 -0.171 0.019 -0.600
C 3.377 -6.809 -3.395 -0.312 -0.308 -1.213 0.654
C 3.370 -6.269 -4.709 -0.503 -0.204 -0.477 -0.415
C 4.243 -5.247 -5.100 -1.674 0.083 1.071 -1.023
C 5.025 -4.618 -4.114 0.117 -1.151 0.219 0.017
S 6.018 -3.290 -4.352 0.582 1.874 -0.692 -0.491
C 5.094 -5.236 -2.866 0.414 -1.371 1.667 -0.243
C 4.304 -6.339 -2.501 1.966 1.809 -0.168 -0.629
H 1.330 -7.521 -4.314 0.152 -0.086 -0.004 0.315
H 2.654 -6.712 -5.463 0.970 0.582 0.708 0.161
H 4.126 -4.710 -6.025 0.159 -0.347 -0.520 0.363
H 5.933 -4.928 -2.186 -1.157 -0.105 -0.608 0.311
H 4.589 -6.818 -1.579 -0.616 -0.281 0.196 0.473